# 1
Entry from the Open Molecules 2025 dataset: the molecule C5H4I2 at a distorted geometry (ωB97M-V/def2-TZVPD).

Computed properties:
E_LUMO ... -0.14 eV
Energy above the lowest of the compared OMol25 structures with the same formula, charge and spin ... 1.984 eV
HOMO energy ... -8.02 eV
Max |F| ... 3.21 eV Å⁻¹
Charge ... 0
Electronic energy ... -788.1280 hartree
Orbital gap ... 0.2893 hartree

XYZ file:
```
11
Properties=species:S:1:pos:R:3:forces:R:3
C -0.9118 -0.0345 -0.5381 -1.40 0.22 -0.71
I -1.8483 2.6272 0.5763 0.16 0.08 0.40
H 2.2521 0.3118 1.1762 1.02 -0.14 1.20
C 0.4918 0.6963 0.4022 2.70 1.49 0.89
C 1.8147 0.5337 0.2503 -2.68 0.06 0.40
I -0.7286 -2.3601 1.2675 0.28 -0.50 1.05
H -1.0989 0.5603 -1.4617 0.19 -0.91 0.51
H 2.3599 0.3025 -0.6360 -0.06 0.22 -0.59
C -0.7725 -1.3505 -0.4821 -0.88 -1.63 -1.28
H -0.7725 -2.1211 -1.2766 -0.01 1.29 0.06
C -0.7859 0.8342 0.7221 0.69 -0.18 -1.93
```
Positions in Å, forces in eV/Å.



# 2
Entry from the Open Molecules 2025 dataset: a 7-piece molecular cluster, C14H36F6NO18S6 overall at a distorted geometry (ωB97M-V/def2-TZVPD).

Computed properties:
E_LUMO ... 2.09 eV
Energy above the lowest of the compared OMol25 structures with the same formula, charge and spin ... 0.000 eV
HOMO energy ... -6.39 eV
Max |F| ... 3.58 eV Å⁻¹
Charge ... -1
Electronic energy ... -4952.4548 hartree
Orbital gap ... 0.3118 hartree

XYZ file:
```
81
Properties=species:S:1:pos:R:3:forces:R:3
H 25.3752 15.8330 8.8718 -0.57 0.23 0.07
H 22.9276 13.1182 4.5734 -0.09 -0.17 0.18
C 16.2047 16.2054 7.2878 -0.57 -0.56 1.20
C 16.2559 11.7533 5.9359 2.98 0.45 -1.94
S 19.2354 15.7267 12.5027 0.86 1.69 -0.38
H 21.2712 12.8090 5.2596 -0.14 0.06 -0.35
H 17.4389 15.4351 14.0464 -0.05 -0.12 -0.27
C 16.8650 11.3894 9.8607 1.05 -0.43 0.07
H 21.4849 9.5626 7.4309 0.17 0.11 -0.49
F 21.8575 16.8186 9.5272 0.49 -0.12 -0.06
S 16.0897 16.0270 9.1008 1.29 -0.06 -0.03
O 18.8670 17.1464 12.4656 0.84 -3.28 0.52
H 12.6505 14.0280 10.5360 0.01 0.20 0.06
O 19.2065 14.9395 11.2602 -0.31 1.12 3.15
H 22.5544 15.2824 11.3691 0.24 0.21 0.11
C 22.1816 13.4059 5.3142 0.11 -0.73 0.93
H 21.9647 14.4696 5.2164 -0.02 -0.08 0.44
H 15.9984 15.2086 6.8981 0.61 0.10 -0.30
C 20.4737 9.9238 7.6182 0.58 -0.78 -0.49
F 16.5702 10.8180 6.8346 -0.91 -0.22 -0.13
O 17.4307 13.7744 4.6334 0.17 -0.96 1.31
H 11.9327 13.7804 8.9489 -0.18 0.02 0.05
F 15.8914 11.1440 4.7395 0.00 0.79 2.00
H 19.2849 15.2810 8.6056 0.42 1.15 -0.15
H 16.6019 12.1334 10.6126 0.29 -0.01 -0.01
O 19.1914 16.9633 8.4067 1.28 1.34 0.20
C 22.7738 14.8476 12.3443 1.96 -0.50 -0.64
O 18.6983 9.4982 9.1906 -0.74 1.78 1.77
H 16.8945 11.8419 8.8695 0.53 0.14 0.24
H 20.5630 10.9931 7.8099 -0.40 -0.19 0.21
H 19.8567 8.0239 8.4551 0.04 0.08 -0.04
O 23.4136 11.5966 6.9172 -1.23 3.17 0.31
H 19.0006 13.7886 8.1830 -0.01 -1.08 -0.17
H 17.1972 16.6302 7.1370 0.01 -0.36 -0.23
H 19.4737 14.2494 9.7830 -0.67 -0.57 0.02
C 21.6391 18.0399 9.0217 -2.40 0.15 -0.49
O 16.4876 17.3166 9.6536 -1.30 -2.39 -0.21
H 13.6703 14.7577 7.7673 0.15 0.03 -0.18
F 22.1274 18.9364 9.8846 0.44 -0.29 -0.94
N 19.5979 14.3376 8.7846 0.43 0.59 1.14
O 16.7223 14.7478 9.5381 -1.46 2.71 -0.78
H 20.5920 14.2082 8.6615 -0.14 0.12 -0.71
O 14.4569 15.8483 9.3051 1.73 0.46 0.52
H 23.7418 16.0570 6.3238 -0.10 -0.86 -0.70
O 20.8060 15.6504 13.0778 -3.02 0.41 -0.70
H 21.1138 13.6710 12.2390 -0.93 0.19 0.28
H 18.9496 15.0991 14.8481 0.29 -0.12 -0.34
C 23.9269 15.4368 7.2008 0.31 -0.70 0.80
C 13.8720 14.6570 8.8338 -1.75 -0.71 -0.06
C 25.2078 15.9956 7.8071 -0.31 -0.05 -0.22
H 14.4142 13.7241 8.9880 0.73 0.40 0.09
O 24.1518 13.9939 6.9611 -1.47 -0.49 0.24
H 23.3943 15.5004 12.9583 -0.47 0.42 0.04
C 20.0046 9.0642 8.7450 -0.20 0.84 0.96
C 18.3879 14.9111 13.9331 -0.19 0.53 -0.92
O 21.8784 13.3370 7.9795 1.72 -0.67 -0.86
H 18.2272 13.8553 13.7150 0.17 0.10 0.06
F 22.2133 18.0980 7.7755 0.13 0.17 1.56
H 23.0401 15.5600 7.8224 0.24 -0.08 0.24
O 19.6056 19.3036 7.7592 0.77 -1.10 0.86
H 26.1022 15.5677 7.3545 -0.18 0.08 -0.51
H 11.9971 15.4288 9.6310 -0.04 -0.09 0.01
O 18.0352 13.4248 7.0318 -1.22 -1.26 -2.31
O 19.5395 11.8109 10.0890 -0.57 -1.53 0.42
S 18.5864 10.7421 10.3396 -2.10 -1.26 0.17
O 19.1712 18.7418 10.1198 1.83 -0.85 -1.82
H 19.8363 9.6965 6.7637 0.16 0.48 -0.19
H 20.6797 9.1003 9.6000 0.14 -0.12 0.05
C 12.5187 14.4751 9.5507 0.53 0.00 -0.36
H 21.6344 14.0099 13.9428 -0.19 -0.30 -0.02
S 22.8445 12.9636 6.9608 1.65 -0.39 -1.50
H 16.0969 10.6169 9.8251 0.47 -0.36 0.31
H 15.4172 16.8766 6.9450 0.12 0.17 0.31
O 18.4757 10.1068 11.6813 0.64 1.40 -2.79
S 19.7193 18.2957 8.8216 -2.49 1.08 0.34
O 18.9580 11.9599 5.2778 -0.84 -0.03 0.40
F 15.3219 12.5712 6.3755 -0.79 -0.53 0.07
S 17.8517 12.8233 5.6699 0.04 1.34 -0.20
H 25.1019 17.0401 7.5139 0.69 0.29 0.66
H 23.4320 13.9940 12.1827 -0.05 -0.31 -0.22
C 21.4976 14.4128 12.9393 0.81 0.10 0.35
```
Positions in Å, forces in eV/Å.



# 3
Entry from the Open Molecules 2025 dataset: C28H19BrFeN5O6 as an isolated structure at a distorted geometry (ωB97M-V/def2-TZVPD).

Computed properties:
E_LUMO (spin up / spin down) ... -1.74 / -2.08 eV
Energy above the lowest of the compared OMol25 structures with the same formula, charge and spin ... 1.589 eV
HOMO energy (spin up / spin down) ... -7.90 / -8.21 eV
2S+1 ... 2
Max |F| ... 2.20 eV Å⁻¹
Charge ... 0
Electronic energy ... -5641.3691 hartree
Orbital gap (spin up / spin down) ... 0.2266 / 0.2250 hartree

XYZ file:
```
60
Properties=species:S:1:pos:R:3:forces:R:3
C 1.1232 1.9181 1.3780 0.07 -0.08 0.09
H 0.3805 3.9241 1.5528 -0.03 -0.01 -0.01
C 0.8991 0.6040 1.7618 -0.30 0.61 -0.06
H -4.7788 -2.1972 -0.0615 -0.02 0.02 0.02
O -2.2659 -3.0898 5.4190 0.10 -0.06 -0.03
C -2.7812 -2.7313 3.1356 0.17 -0.03 0.37
Br 0.6645 -8.5006 0.1581 -0.01 0.03 0.03
H -1.5359 -4.0317 -0.1320 0.01 -0.04 0.01
H -5.9103 -3.1907 1.9695 0.00 0.03 0.02
H -0.2315 4.4160 -6.1601 0.02 -0.02 -0.01
C 0.8194 4.7551 -3.6944 -0.05 0.02 -0.05
C -0.7726 -4.6414 0.3352 -0.06 0.10 -0.08
H -1.2789 -6.4344 -0.7338 0.02 0.03 -0.04
N 3.0909 3.7490 -0.9847 1.39 -0.22 -0.14
H 1.9858 -6.6175 2.0476 0.01 0.02 0.00
C -4.2556 -2.3678 0.8689 -0.10 -0.08 0.03
N -0.1716 0.2282 2.4829 0.22 -1.10 -0.45
C -0.6222 -5.9725 -0.0119 0.04 -0.02 0.02
H 3.8214 5.5369 -5.0659 -0.01 -0.01 0.00
C 1.1986 -6.0757 1.5446 0.03 -0.01 -0.01
C 1.8206 -0.4649 1.3635 -0.18 0.22 0.07
O -0.8586 -1.3023 0.1063 0.65 -0.05 0.25
H -1.8664 0.8045 3.4693 0.00 -0.04 -0.04
N -0.0005 -4.0383 1.2341 -0.03 1.00 0.67
O 1.5890 -1.6084 1.7507 0.70 -0.63 -0.33
C 2.2148 2.1895 0.4381 0.25 0.36 0.07
H 3.9065 1.3453 -0.6334 -0.02 0.07 0.02
C 0.2225 2.8895 1.8270 0.10 0.08 -0.01
O 1.4385 5.6251 -5.8712 -0.02 -0.01 -0.09
C -1.0178 1.1478 2.8897 -0.20 0.02 0.21
H -0.5826 6.1352 -5.8391 0.02 0.00 0.04
C 1.7541 5.1936 -4.6370 -0.02 -0.10 0.15
C -2.9148 -2.0447 0.9384 0.05 0.18 -0.32
C -0.8439 2.5052 2.6036 0.12 -0.04 -0.03
O -2.6642 -1.1246 -1.2344 0.08 0.00 0.01
H -4.5423 -3.4358 4.0857 0.00 -0.04 -0.02
C -4.8656 -2.9078 1.9974 0.15 0.08 0.00
C 0.1042 5.4407 -6.3270 -0.01 0.06 0.00
C 0.3896 -6.6875 0.6041 -0.03 -0.04 -0.01
C -4.1216 -3.0670 3.1608 -0.14 0.00 -0.04
H 0.5367 3.9168 -1.7453 -0.03 0.02 -0.03
H 0.1229 5.6466 -7.3926 0.00 0.02 0.00
H 1.5591 -4.2107 2.5589 -0.04 -0.03 0.03
H 4.6033 4.7073 -2.8566 -0.01 0.04 0.02
C 3.1204 5.1851 -4.3209 0.07 0.09 -0.04
C 2.9368 -0.1355 0.5131 0.43 0.14 -0.16
Fe -0.2826 -1.9606 2.0119 -2.16 -0.40 0.10
O -0.6000 -2.6198 3.9692 0.65 0.17 -0.29
N 2.2813 3.3802 -0.0643 -1.34 0.10 -0.16
C 0.9617 -4.7425 1.8294 0.00 -0.01 0.00
H -1.5503 3.2349 2.9731 -0.03 -0.05 0.01
C 1.2489 4.2765 -2.4756 0.12 0.03 0.03
C 2.6221 4.2549 -2.1544 -0.53 0.06 0.22
C 3.5499 4.7364 -3.1013 0.04 -0.11 0.04
H 3.6093 -0.9283 0.2155 -0.06 -0.09 0.09
N -2.2075 -2.2538 2.0412 -0.03 0.05 -0.02
C 3.1003 1.1134 0.0506 -0.03 -0.22 -0.07
C -1.8139 -2.8379 4.3129 -0.04 0.00 -0.17
C -2.0991 -1.4289 -0.1949 0.02 -0.06 0.14
H -0.2395 4.7902 -3.9059 0.01 -0.05 -0.03
```
Positions in Å, forces in eV/Å.



# 4
Entry from the Open Molecules 2025 dataset: C18H19F3N6O8PtS2 as an isolated structure (ωB97M-V/def2-TZVPD).

Computed properties:
E_LUMO (spin up / spin down) ... 4.23 / 4.23 eV
Energy above the lowest of the compared OMol25 structures with the same formula, charge and spin ... 0.903 eV
HOMO energy (spin up / spin down) ... -1.25 / -1.58 eV
2S+1 ... 3
Max |F| ... 0.57 eV Å⁻¹
Charge ... -2
Electronic energy ... -2843.2878 hartree
Orbital gap (spin up / spin down) ... 0.2013 / 0.2136 hartree

XYZ file:
```
57
Properties=species:S:1:pos:R:3:forces:R:3
H 5.0138 -0.5191 -2.4190 0.04 0.01 0.00
H 2.8915 -4.2546 -3.7598 0.02 0.00 0.02
C -0.2963 -0.8382 2.8594 -0.03 -0.01 -0.02
O 3.7759 0.2505 -0.5157 -0.01 -0.07 -0.05
N 1.9448 -0.7949 -1.4132 -0.04 0.14 -0.18
C 2.3127 -2.2224 -3.4470 0.07 0.00 0.08
Pt 0.0123 -0.4197 -0.3739 0.19 -0.30 0.44
C 1.7124 -2.1665 -4.8555 -0.04 0.00 0.01
H 4.0238 -3.5609 -1.5751 -0.01 0.00 0.00
H -1.4618 -3.4633 5.5123 0.00 0.00 0.00
F 0.1298 4.2786 -4.2387 0.00 0.03 -0.02
F 1.2902 4.5574 -2.4376 0.04 0.04 0.02
H 2.2776 -2.8607 -5.4817 0.00 0.02 -0.02
H -3.9088 4.6893 0.3498 -0.01 0.00 -0.03
H -1.9391 -1.0319 5.8499 0.00 -0.01 0.00
C -1.1453 -2.7276 4.7811 0.01 0.01 0.01
H 2.4247 -3.5192 -0.8008 -0.03 0.05 0.01
O 1.1339 1.6791 -3.2470 0.02 0.10 -0.02
N 4.0644 -0.8543 -2.4559 -0.04 -0.04 0.00
C -0.9846 -0.4583 4.0243 -0.01 0.01 0.02
C 3.7326 -1.6922 -3.4687 0.03 -0.03 -0.07
N -2.2854 -0.2937 -0.0838 0.07 0.05 -0.10
N -3.1482 2.8397 -1.1697 0.20 -0.04 0.12
H -1.1873 0.5972 4.1646 0.01 0.00 0.00
H 1.1489 -0.7739 -6.4106 0.02 0.00 -0.01
C 2.3634 -3.7020 -2.9770 -0.07 0.04 -0.07
C 0.1591 4.0362 -2.9186 -0.06 -0.05 0.00
C 3.0032 -3.9508 -1.6177 0.02 -0.04 0.03
H 0.6891 -2.5346 -4.7706 0.01 -0.03 0.00
C -0.0496 -2.2114 2.6666 0.05 0.04 -0.03
H 3.0567 -5.0252 -1.4292 0.00 0.00 0.00
S 0.2696 0.4703 1.8287 0.07 0.04 -0.05
F -0.8658 4.7405 -2.3739 -0.04 0.04 0.03
H -2.4913 2.1627 -1.5672 -0.16 0.01 0.00
O 4.5421 -2.0161 -4.3272 -0.02 -0.02 0.06
H -4.3765 3.6851 1.6169 -0.01 0.01 0.01
H -0.2208 -4.1617 3.4742 -0.01 0.01 0.01
O -1.3025 1.9190 -3.1163 0.01 0.14 0.01
C 1.7055 -0.7723 -5.4700 -0.04 0.00 -0.01
C -3.6219 2.7010 0.0747 -0.06 0.02 -0.09
C 0.6464 -2.8463 1.4632 -0.13 0.00 0.13
C -1.4046 -1.3751 4.9697 0.00 0.00 -0.01
H -3.0009 3.7689 -1.5268 -0.03 -0.01 -0.04
O 1.4594 -3.7476 1.6938 -0.06 0.04 -0.04
C 3.2455 -0.4262 -1.3719 -0.04 0.11 0.11
N -4.2718 3.7896 0.6200 0.02 -0.02 0.07
H 1.2326 -0.0489 -4.8052 0.01 -0.01 -0.02
O 0.2553 -2.5054 0.2955 0.09 -0.04 -0.11
O 0.2041 -1.5452 -2.5577 0.05 -0.04 -0.06
C -2.9074 0.6030 0.3017 -0.16 -0.06 0.12
O 0.0374 2.1995 -1.1067 -0.04 0.02 0.04
C -0.4657 -3.1195 3.6395 0.00 -0.02 -0.01
S 0.0024 2.2332 -2.5550 0.03 -0.19 -0.22
H 1.3264 -4.0473 -2.9614 0.01 -0.02 -0.01
H 2.7211 -0.4315 -5.6826 0.00 0.01 0.02
N -3.6105 1.6091 0.7969 0.15 0.01 -0.12
C 1.4358 -1.4712 -2.4572 -0.10 0.06 0.05
```
Positions in Å, forces in eV/Å.